{"formula": "C3H37FInO14", "method": "ωB97M-V/def2-TZVPD", "total_charge": -1, "lumo_ev": 1.94, "e_tot_ev": -40267.5954, "elements": ["C", "C", "F", "C", "In", "H", "H", "H", "H", "H", "H", "H", "H", "H", "O", "H", "H", "O", "H", "H", "O", "H", "H", "O", "H", "H", "O", "H", "H", "O", "H", "H", "O", "H", "H", "O", "H", "H", "O", "H", "H", "O", "H", "H", "O", "H", "H", "O", "H", "H", "O", "H", "H", "O", "H", "H"], "positions_angstrom": [[3.565315, 2.275622, 0.995351], [2.527316, 3.079380, 1.743503], [2.174557, 2.294855, 2.887334], [1.325540, 3.385280, 0.897173], [-0.220282, 1.760092, 0.854403], [4.262123, 1.844461, 1.717936], [4.141033, 2.909317, 0.320839], [3.093176, 1.463846, 0.440876], [2.974188, 3.971016, 2.194526], [1.666382, 3.597015, -0.117155], [0.841553, 4.282208, 1.287975], [0.150967, 0.423263, 1.957718], [-0.376156, 1.046669, -0.736164], [-1.735830, 2.480216, 1.423708], [1.582492, -1.851872, 1.869455], [1.665786, -1.040100, 2.386828], [2.118514, -2.521169, 2.313467], [-1.431391, 2.125633, -2.871935], [-1.809520, 1.416811, -3.405358], [-1.718342, 2.970922, -3.235512], [-3.451586, 0.035883, -0.358529], [-3.017746, -0.411525, 0.379549], [-2.680484, 0.311301, -0.880073], [-2.969412, -0.341651, -3.087506], [-3.787376, -0.142716, -2.615842], [-2.818605, -1.281996, -2.945759], [-3.489193, 3.250834, -1.110135], [-3.932072, 2.854081, -0.351239], [-2.645558, 2.772319, -1.132863], [-4.255597, 6.123160, -1.715422], [-3.940430, 6.799928, -1.110469], [-3.801075, 5.316164, -1.432057], [1.239800, -4.806983, 2.655340], [0.882083, -4.328115, 1.900554], [0.817833, -5.675297, 2.612285], [-0.027397, 2.734239, -5.735872], [-0.434476, 2.539192, -4.881785], [-0.753886, 3.012598, -6.300342], [-0.007357, -1.095374, -3.507345], [-0.859203, -0.650990, -3.451956], [0.430123, -0.868282, -2.675452], [2.014747, -2.486891, -0.941223], [1.624884, -3.336954, -1.158234], [1.883062, -2.368564, 0.013955], [-2.156980, -0.060484, 3.699661], [-2.782087, 0.354513, 4.298181], [-1.271740, 0.100904, 4.038293], [1.301720, -7.287202, 0.813058], [1.654003, -6.605196, 0.233360], [1.598211, -8.122110, 0.440550], [-1.040479, -6.642252, 3.165917], [-1.306982, -7.538844, 2.945175], [-1.601473, -6.371040, 3.898024], [5.261728, -0.777325, 0.484849], [5.174038, 0.176647, 0.390377], [4.351514, -1.095430, 0.497983]], "forces_ev_per_a": [[0.39, -0.08, 0.32], [-0.06, -0.26, -0.10], [-0.03, 0.15, -0.01], [-0.06, 0.03, 0.33], [0.02, -0.06, 0.42], [0.06, -0.04, -0.01], [-0.10, 0.02, -0.15], [-0.08, 0.04, -0.09], [0.11, 0.03, -0.05], [-0.04, 0.03, -0.08], [-0.15, 0.04, -0.12], [0.13, 0.01, 0.10], [-0.07, -0.14, -0.19], [-0.04, 0.08, -0.12], [0.42, -0.54, -0.10], [-0.30, 0.18, -0.22], [-0.05, 0.11, 0.23], [0.40, 0.34, -0.26], [-0.34, 0.04, 0.10], [-0.27, -0.14, -0.04], [0.32, -0.18, -0.05], [-0.20, 0.13, 0.20], [-0.02, 0.15, 0.07], [-0.04, -0.07, -0.50], [0.12, 0.00, 0.17], [-0.05, 0.00, 0.10], [-0.01, -0.01, -0.01], [0.05, 0.04, 0.04], [0.01, 0.10, -0.05], [0.08, 0.10, 0.04], [0.01, 0.00, -0.01], [-0.10, -0.30, -0.02], [0.20, 0.04, -0.18], [-0.18, 0.09, 0.14], [-0.07, 0.03, 0.07], [-0.10, 0.08, -0.04], [0.21, -0.11, 0.09], [-0.01, -0.01, 0.00], [-0.06, -0.12, 0.06], [0.11, 0.13, 0.06], [0.01, -0.02, -0.01], [0.16, -0.07, 0.06], [-0.06, 0.04, -0.03], [-0.20, 0.27, -0.04], [-0.31, -0.41, -0.04], [0.18, 0.14, 0.09], [0.02, 0.21, -0.15], [-0.12, -0.11, 0.01], [0.07, 0.01, 0.05], [0.04, 0.04, -0.05], [0.03, -0.07, -0.03], [0.00, 0.00, -0.01], [0.02, 0.04, 0.00], [0.00, -0.01, 0.04], [-0.05, -0.02, 0.02], [0.00, -0.01, -0.08]], "mulliken_charge": [-1.18, 0.54, -0.34, -1.40, 0.79, 0.37, 0.36, 0.22, 0.21, 0.35, 0.39, -0.51, -0.41, -0.38, -0.53, 0.22, 0.31, -0.61, 0.34, 0.29, -0.64, 0.31, 0.30, -0.64, 0.28, 0.31, -0.67, 0.30, 0.27, -0.63, 0.31, 0.36, -0.61, 0.30, 0.29, -0.64, 0.36, 0.31, -0.65, 0.31, 0.35, -0.59, 0.27, 0.37, -0.56, 0.27, 0.29, -0.60, 0.30, 0.30, -0.58, 0.29, 0.29, -0.65, 0.34, 0.35]}

---

{"formula": "C5H8O", "method": "ωB97M-V/def2-TZVPD", "lumo_ev": 1.11, "e_tot_ev": -7358.9457, "relative_energy_ev": 3.310, "elements": ["C", "C", "C", "C", "O", "C", "H", "H", "H", "H", "H", "H", "H", "H"], "positions_angstrom": [[0.399268, 1.495920, -0.372715], [-0.662249, 0.614900, 0.215861], [-0.893334, -0.839301, -0.021084], [0.394807, -1.418900, -0.575128], [1.152461, -0.946917, 0.575174], [-0.052825, -0.469723, 1.146477], [1.364875, 1.008790, -0.190127], [0.411683, 2.444272, 0.175903], [0.288566, 1.680704, -1.439329], [-1.542374, 1.102396, 0.650157], [-1.875109, -1.292617, -0.065561], [0.732512, -0.977406, -1.524991], [0.423760, -2.508795, -0.626921], [-0.142040, 0.106677, 2.052285]], "forces_ev_per_a": [[0.01, 0.07, -0.28], [0.07, 0.00, -0.32], [-0.28, -0.10, -0.37], [0.01, -0.25, -0.25], [-0.03, -0.10, 0.13], [-0.50, 1.76, 0.30], [-0.10, 0.27, -0.29], [-0.07, -0.06, -0.26], [0.03, 0.20, -0.11], [0.43, -0.15, 0.01], [0.09, 0.00, -0.08], [0.03, -0.14, 0.32], [0.03, 0.09, 0.04], [0.27, -1.59, 1.18]], "mulliken_charge": [-1.31, -0.03, -0.42, -0.33, -0.45, -0.35, 0.34, 0.35, 0.28, 0.49, 0.38, 0.23, 0.30, 0.50]}

---

{"formula": "C18H38ClO16S4", "method": "ωB97M-V/def2-TZVPD", "total_charge": -1, "lumo_ev": 2.11, "e_tot_ev": -107899.4297, "relative_energy_ev": 0.000, "elements": ["Cl", "O", "O", "O", "O", "O", "S", "O", "O", "C", "C", "C", "H", "H", "H", "H", "H", "H", "H", "H", "O", "S", "O", "O", "C", "C", "C", "H", "H", "H", "H", "H", "H", "H", "H", "O", "S", "O", "O", "C", "C", "C", "H", "H", "H", "H", "H", "H", "H", "H", "O", "S", "O", "O", "C", "C", "C", "H", "H", "H", "H", "H", "H", "H", "H", "C", "C", "C", "C", "C", "C", "H", "H", "H", "H", "H", "H"], "positions_angstrom": [[-1.094834, 2.629460, 1.581516], [-1.205048, 1.775131, 0.408997], [-2.276334, 2.501736, 2.395363], [0.057142, 2.210651, 2.360464], [-0.957769, 3.993228, 1.127272], [3.537200, -1.693259, -2.367343], [2.876215, -0.555526, -2.917782], [1.595646, -0.570446, -3.549922], [2.826244, 0.526352, -1.714424], [1.740891, 1.466641, -1.685077], [2.044965, 2.407556, -0.522416], [4.026877, 0.399147, -3.903562], [0.763374, 1.011886, -1.544737], [1.714297, 2.095876, -2.578173], [3.005233, 2.870653, -0.750696], [1.982771, 1.866697, 0.418780], [1.277570, 3.182873, -0.509347], [4.768941, 0.782162, -3.206333], [3.449867, 1.260782, -4.232236], [4.514331, -0.210690, -4.656548], [-4.850871, -4.520451, -1.077295], [-3.768186, -3.588934, -1.097989], [-3.608550, -2.704044, -2.215393], [-3.944671, -2.701614, 0.214940], [-3.132714, -1.488213, 0.296595], [-3.330834, -0.961148, 1.697149], [-2.241696, -4.420702, -0.750470], [-3.578261, -0.777035, -0.396726], [-2.072881, -1.599344, 0.068053], [-4.364130, -0.651935, 1.865898], [-2.687352, -0.086323, 1.799719], [-3.123395, -1.673761, 2.495894], [-2.157333, -5.185770, -1.524384], [-2.336243, -4.937447, 0.199963], [-1.414739, -3.722948, -0.810981], [-2.195689, 1.020776, -5.350510], [-1.856732, 1.612643, -4.093089], [-0.628768, 2.330337, -3.937231], [-3.133509, 2.431084, -3.578735], [-2.900724, 3.133774, -2.333293], [-3.296605, 4.597024, -2.391939], [-1.946026, 0.245331, -2.928894], [-1.875098, 3.016164, -1.987704], [-3.519219, 2.605063, -1.601992], [-4.366081, 4.747603, -2.506451], [-2.774304, 4.977728, -3.276408], [-2.881797, 5.115142, -1.530270], [-1.293124, 0.399824, -2.071692], [-1.617987, -0.632062, -3.477995], [-2.984815, 0.175757, -2.625113], [0.316870, -0.511801, 4.866800], [1.694352, -0.157230, 4.877133], [2.569744, -0.666843, 5.894287], [2.272301, -0.611884, 3.457711], [3.676466, -0.501607, 3.215654], [3.971788, 0.338722, 1.986253], [1.882999, 1.615233, 4.811946], [4.106886, -1.496273, 3.070453], [4.171721, -0.099474, 4.102316], [5.052349, 0.345842, 1.829494], [3.661324, 1.359510, 2.218986], [3.500537, -0.017384, 1.073587], [0.965984, 2.029446, 5.226370], [2.081069, 1.982873, 3.813788], [2.669055, 1.842652, 5.530867], [1.120657, -2.453133, -0.205278], [0.760297, -1.284321, 0.452362], [0.141124, -1.342749, 1.698404], [-0.035327, -2.572507, 2.319206], [0.367776, -3.740985, 1.685082], [0.828599, -3.678186, 0.372593], [1.544523, -2.418785, -1.197578], [1.119341, -0.331097, 0.093781], [0.012033, -0.416102, 2.240254], [-0.527399, -2.600245, 3.283487], [0.342671, -4.696949, 2.194290], [0.967013, -4.624150, -0.139699]], "forces_ev_per_a": [[-0.31, -0.11, -0.14], [0.04, -0.19, 0.03], [0.03, -0.04, -0.11], [0.09, 0.22, -0.19], [0.28, -0.03, 0.20], [-0.23, -0.30, -0.35], [0.78, 2.21, 0.74], [0.06, -0.69, -0.05], [-0.34, -1.15, -0.35], [-0.23, 1.52, 0.57], [-0.49, -0.29, -0.72], [-0.12, -0.15, 0.57], [0.17, -0.36, -0.14], [0.02, -0.48, -0.31], [0.14, -0.02, 0.54], [0.33, 0.20, 0.13], [0.00, 0.00, 0.09], [0.09, -0.25, 0.05], [0.06, -0.18, -0.56], [-0.29, 0.12, -0.31], [0.16, -0.17, 0.02], [-0.19, 0.77, 0.67], [0.21, -0.25, -0.07], [0.57, -0.49, -0.59], [-0.94, 0.58, 0.65], [-0.05, 0.33, 0.19], [-0.53, -0.46, -0.61], [0.21, -0.01, -0.18], [-0.07, -0.58, -0.09], [0.00, 0.10, -0.23], [-0.06, 0.03, 0.22], [0.38, -0.16, -0.24], [0.13, 0.13, -0.09], [0.08, 0.27, 0.17], [0.01, 0.03, 0.18], [-0.22, 0.85, -0.27], [-0.48, -2.16, 0.78], [-0.17, 0.53, -0.08], [0.96, 0.67, -0.79], [-0.79, -0.21, 1.44], [0.90, -0.42, -1.01], [0.50, 0.40, -0.10], [0.06, 0.08, -0.23], [0.08, 0.03, 0.04], [-0.04, 0.02, 0.10], [-0.24, 0.36, 0.06], [-0.24, -0.04, 0.17], [-0.12, 0.17, 0.06], [-0.10, -0.07, 0.03], [0.00, -0.26, -0.02], [-0.07, -0.08, -0.03], [0.62, 0.11, -0.63], [-0.10, 0.04, 0.11], [-0.39, 0.00, 0.27], [0.89, -0.29, -0.20], [-0.03, 0.35, 0.65], [-0.06, -0.14, 0.99], [-0.42, -0.15, 0.13], [-0.03, 0.12, -0.06], [0.00, 0.00, 0.00], [-0.02, 0.07, -0.45], [-0.17, -0.06, 0.10], [-0.13, 0.04, -0.36], [-0.18, -0.05, -0.09], [0.21, 0.07, -0.28], [-0.76, -0.14, -0.48], [0.54, -0.11, 0.61], [0.73, 0.06, -0.22], [-0.35, -0.03, 0.04], [-0.30, 0.28, -0.22], [0.33, -0.38, 0.55], [0.11, 0.00, 0.02], [-0.36, 0.10, -0.21], [-0.53, -0.03, -0.05], [0.32, -0.04, 0.16], [-0.35, -0.01, -0.03], [0.41, 0.16, -0.17]], "mulliken_charge": [1.62, -0.57, -0.73, -0.62, -0.73, -0.59, 1.04, -0.52, -0.23, 0.80, -1.04, -0.99, -0.71, 0.68, 0.45, -0.24, 0.37, 0.32, 0.31, 0.39, -0.67, 1.17, -0.60, -0.43, 0.79, -1.49, -0.70, 0.07, 0.00, 0.46, 0.20, 0.35, 0.46, 0.34, 0.01, -0.68, 1.16, -0.55, -0.38, 0.34, -1.39, -0.74, 0.14, 0.22, 0.32, 0.33, 0.36, -0.13, 0.53, 0.40, -0.61, 1.31, -0.68, -0.23, -0.51, -0.71, -0.91, 0.27, 0.45, 0.43, 0.25, 0.07, 0.43, 0.09, 0.41, -0.19, 1.56, -0.35, -0.44, -0.92, -0.79, 0.08, -0.51, 0.25, 0.54, 0.40, 0.41]}